No. 1
C20H33N5O4 | ωB97M-V with the def2-TZVPD basis set

Calculated values
SMILES string = CCO[C@H]1CCN(C(=O)CO[C@H]2C[C@@H](NC(=O)CCc3ncnn3C)C2)C[C@@H]1C
Relative energy (zero: lowest compared OMol25 entry of this formula, charge and spin) = 10.4 kcal/mol
LUMO energy = 0.0248 Eh
Charge = 0
HOMO energy = -9.3 eV
Spin multiplicity = 1
E = -1356.64127 Ha

Element x y z (Å)
C  -6.434  1.310  -2.065
C  -5.232  1.073  -1.179
O  -4.096  1.627  -1.816
C  -2.916  1.614  -1.033
C  -2.309  0.217  -0.939
C  -0.968  0.246  -0.212
N  -0.066  1.196  -0.852
C  0.943  0.880  -1.711
O  1.461  1.710  -2.439
C  1.381  -0.581  -1.741
O  2.744  -0.845  -2.003
C  3.719  0.197  -2.024
C  3.822  0.922  -0.670
C  4.838  -0.154  -0.221
N  4.176  -1.267  0.442
C  3.663  -1.122  1.688
O  3.935  -0.186  2.419
C  2.640  -2.169  2.089
C  1.298  -1.459  2.319
C  0.186  -2.423  2.546
N  -0.624  -2.883  1.607
C  -1.409  -3.757  2.286
N  -1.140  -3.863  3.566
N  -0.111  -3.001  3.722
C  0.487  -2.809  5.024
C  5.064  -0.484  -1.710
C  -0.610  2.546  -0.894
C  -1.934  2.601  -1.655
C  -2.485  4.019  -1.663
H  -7.331  0.892  -1.608
H  -6.588  2.377  -2.223
H  -6.287  0.836  -3.036
H  -5.372  1.551  -0.200
H  -5.096  -0.001  -1.006
H  -3.156  1.967  -0.015
H  -2.981  -0.464  -0.415
H  -2.170  -0.167  -1.955
H  -1.112  0.563  0.826
H  -0.539  -0.749  -0.171
H  1.141  -1.062  -0.788
H  0.784  -1.079  -2.513
H  3.631  0.806  -2.917
H  4.279  1.904  -0.786
H  2.919  1.019  -0.066
H  5.684  0.175  0.376
H  3.715  -1.924  -0.168
H  2.522  -2.933  1.319
H  2.978  -2.662  3.002
H  1.401  -0.750  3.141
H  1.035  -0.876  1.431
H  -2.199  -4.328  1.826
H  1.330  -2.129  4.934
H  -0.245  -2.389  5.711
H  0.833  -3.766  5.410
H  5.149  -1.534  -1.988
H  5.905  0.074  -2.119
H  -0.767  2.877  0.140
H  0.126  3.199  -1.356
H  -1.746  2.277  -2.684
H  -2.662  4.371  -0.643
H  -1.781  4.705  -2.137
H  -3.428  4.064  -2.204



No. 2
C15H15N2O6Rh | ωB97M-V with the def2-TZVPD basis set

Calculated values
LUMO energy (alpha / beta) = -0.2474 / -0.3980 Eh
Charge = +2
HOMO energy (alpha / beta) = -13.2 / -16.9 eV
Spin multiplicity = 5
E = -1251.27160 Ha

Element x y z (Å)
O  0.385  -3.227  -5.084
C  -0.381  -3.058  -4.284
Rh  -3.208  -1.850  -1.317
O  -2.039  0.596  -2.915
C  -2.315  -0.412  -2.443
C  -4.052  -0.665  0.001
O  -4.583  -0.123  0.885
C  -4.232  -3.649  0.240
O  -3.958  -4.761  0.352
C  -4.449  -2.105  -2.831
O  -5.247  -1.976  -3.671
H  -1.675  -1.971  -2.142
C  0.722  4.165  1.571
C  1.768  3.105  1.838
N  1.512  1.815  1.157
C  2.392  1.482  -0.004
C  3.815  1.213  0.437
C  0.426  1.097  1.558
O  -0.413  1.518  2.354
C  0.332  -0.302  1.014
C  1.273  -1.329  1.243
C  1.030  -2.549  0.626
C  -0.083  -2.725  -0.177
N  -1.045  -1.781  -0.205
C  -0.838  -0.575  0.325
H  0.560  4.314  0.500
H  1.081  5.107  1.991
H  -0.222  3.892  2.044
H  2.753  3.459  1.521
H  1.812  2.888  2.916
H  1.994  0.624  -0.565
H  2.350  2.356  -0.671
H  3.854  0.409  1.181
H  4.374  0.903  -0.449
H  4.269  2.117  0.852
H  2.150  -1.114  1.872
H  1.744  -3.383  0.794
H  -0.220  -3.674  -0.726
H  -1.632  0.166  0.213



No. 3
C24H31Ge2N6NiO | ωB97M-V with the def2-TZVPD basis set

Calculated values
Relative energy (zero: lowest compared OMol25 entry of this formula, charge and spin) = 22.9 kcal/mol
LUMO energy (alpha / beta) = -0.2561 / -0.3016 Eh
Charge = +2
HOMO energy (alpha / beta) = -14.2 / -14.1 eV
Spin multiplicity = 2
E = -6998.52737 Ha

Element x y z (Å)
Ni  -0.951  1.394  0.447
N  -3.744  4.511  0.955
C  -3.063  3.853  0.023
N  -2.392  2.874  0.605
C  -2.721  3.002  1.920
N  -3.539  3.983  2.181
C  -2.159  2.068  2.891
C  -2.523  2.039  4.227
N  -1.987  1.164  5.072
C  -1.083  0.322  4.580
C  -0.703  0.344  3.248
N  -1.245  1.219  2.400
H  -4.354  5.309  0.847
H  -3.085  4.099  -1.027
H  -3.256  2.740  4.605
H  -0.644  -0.392  5.265
H  0.032  -0.340  2.865
C  2.678  0.166  2.626
Ge  2.827  -0.488  0.811
C  3.728  -2.181  0.618
C  3.582  0.888  -0.313
Ge  0.201  -0.698  0.109
C  -0.458  -2.125  1.233
C  -1.816  -2.446  1.112
C  -2.361  -3.499  1.834
C  -1.557  -4.238  2.693
C  -0.212  -3.922  2.832
C  0.333  -2.861  2.116
C  0.220  -1.397  -1.685
C  1.382  -1.879  -2.277
C  1.325  -2.523  -3.509
C  0.107  -2.680  -4.156
C  -1.057  -2.185  -3.580
C  -0.999  -1.531  -2.355
H  3.696  0.395  2.955
H  2.249  -0.568  3.306
H  2.091  1.083  2.645
H  4.664  -2.060  1.174
H  3.953  -2.378  -0.428
H  3.170  -3.019  1.029
H  4.623  0.987  0.009
H  3.075  1.839  -0.158
H  3.569  0.623  -1.369
H  -2.460  -1.883  0.442
H  -3.411  -3.745  1.724
H  -1.979  -5.059  3.259
H  0.416  -4.499  3.499
H  1.381  -2.625  2.255
H  2.344  -1.758  -1.791
H  2.234  -2.897  -3.966
H  0.065  -3.183  -5.114
H  -2.008  -2.305  -4.085
H  -1.913  -1.125  -1.932
C  -0.113  3.034  -4.653
N  0.195  2.300  -3.423
C  1.474  1.586  -3.350
C  -0.639  2.282  -2.418
O  -0.422  1.660  -1.353
H  -0.097  2.353  -5.501
H  0.626  3.816  -4.811
H  -1.099  3.486  -4.581
H  2.171  2.053  -4.041
H  1.340  0.539  -3.620
H  1.866  1.641  -2.338
H  -1.568  2.837  -2.577



- What is the formula in the second record?
  C15H15N2O6Rh



- What is the E in the third record?
  -6998.52737 Ha



- Which formula does entry 2 have?
  C15H15N2O6Rh